The following is a DFT calculation (ωB97M-V/def2-TZVPD) of a cluster of 3 separate species, C6H14O2 in total.

Output
- SMILES = C=C/C(C)=C/C.O.O
- frontier orbital gap (eV) = 8.9
- LUMO energy (eV) = 0.574
- relative energy (zero: lowest compared OMol25 entry of this formula, charge and spin) (kJ/mol) = 309.5
- E_tot (a.u.) = -387.3896

Geometry as XYZ:
```
22
Properties=species:S:1:pos:R:3:forces:R:3:nbo_charge:R:1
H -0.905 0.430 -1.826 -1.556 -0.509 0.482 0.1909
H 1.304 1.661 1.629 1.198 -3.203 -1.481 0.2037
H -2.348 -0.061 0.125 1.234 2.272 0.406 0.4852
O -1.085 1.520 0.786 0.034 0.297 -0.370 -0.9580
H 2.033 1.290 -1.567 -0.426 0.243 -0.084 0.1989
H -1.459 1.806 1.617 0.107 0.316 0.299 0.4742
C -0.112 1.056 -2.085 4.158 0.792 0.697 -0.3938
C 0.585 -2.238 0.988 -1.857 0.759 0.997 -0.6601
C 0.510 -1.230 -0.142 0.765 0.515 0.953 -0.1506
H 1.594 -2.412 1.304 0.633 -0.037 0.191 0.2132
C 1.820 0.699 1.000 0.896 1.282 0.615 -0.6485
H -0.267 2.029 0.614 -0.897 -0.382 0.156 0.4906
H 2.255 -0.131 1.573 -0.377 0.741 0.987 0.2295
C 1.058 -0.007 -0.099 0.199 0.747 -1.245 -0.0648
O -2.772 -0.876 0.038 -2.883 -2.438 1.289 -0.9516
H 0.019 -1.383 -1.083 -0.167 -0.917 -0.184 0.2150
H 2.741 1.186 0.554 -1.022 -0.395 0.282 0.2147
C 1.070 0.821 -1.351 -3.436 0.810 -1.573 -0.2109
H -0.287 1.807 -2.906 0.694 -1.103 0.861 0.2080
H -0.005 -1.875 1.880 0.807 0.127 -0.654 0.2195
H -3.498 -0.902 0.747 1.762 0.179 -1.689 0.4664
H 0.098 -3.203 0.883 0.134 -0.096 -0.935 0.2284
```
Positions in Å, forces in eV/Å.

***

The following is a DFT calculation (ωB97M-V/def2-TZVPD) of a cluster of 2 separate species, CHCl2NOS in total.

Output
- SMILES = ClSCl.N=C=O
- frontier orbital gap (eV) = 8.9
- LUMO energy (eV) = 0.051
- relative energy (zero: lowest compared OMol25 entry of this formula, charge and spin) (kJ/mol) = 57.5
- E_tot (a.u.) = -1487.2518

Geometry as XYZ:
```
7
Properties=species:S:1:pos:R:3:forces:R:3:nbo_charge:R:1
N 1.069 1.615 -1.359 -0.002 1.113 -1.504 -0.7672
H 1.174 1.920 -2.329 -0.028 -0.690 1.160 0.4526
C 1.130 0.758 -0.546 -0.071 0.617 -0.601 0.8735
O 1.120 0.038 0.361 1.075 -0.604 0.319 -0.5509
Cl -1.553 -1.950 -0.240 0.178 0.022 -0.012 -0.1609
Cl -2.264 -1.124 2.654 -0.560 -0.177 0.577 -0.1510
S -0.676 -1.257 1.459 -0.593 -0.280 0.061 0.3038
```
Positions in Å, forces in eV/Å.

***

The following is a DFT calculation (ωB97M-V/def2-TZVPD) of a cluster of 2 separate species, C2H7S in total.

Output
- charge = -1
- frontier orbital gap (eV) = 4.3
- LUMO energy (eV) = 2.371
- relative energy (zero: lowest compared OMol25 entry of this formula, charge and spin) (kJ/mol) = 72.4
- E_tot (a.u.) = -478.5815

Geometry as XYZ:
```
10
Properties=species:S:1:pos:R:3:forces:R:3:nbo_charge:R:1
C 5.174 0.958 8.028 1.340 -0.999 -0.122 -0.8578
H 4.699 0.018 8.311 -0.351 0.441 0.582 0.2155
H -0.314 0.218 -2.952 -0.326 0.143 0.262 0.1582
H 6.090 0.574 7.557 -0.329 0.399 -0.680 0.2115
S -2.748 -0.329 -3.047 -0.149 0.333 -0.260 -0.7289
H 4.539 1.534 7.376 0.038 0.149 -0.258 0.2185
C -0.999 -0.453 -3.490 1.144 -0.382 -0.157 -0.7502
H 5.611 1.549 8.827 -0.697 0.011 0.479 0.2122
H -0.660 -1.457 -3.223 0.173 -0.128 0.007 0.1671
H -0.643 -0.329 -4.540 -0.843 0.034 0.147 0.1538
```
Positions in Å, forces in eV/Å.